Model a:
Formula: FH3P2S2
Source: the Open Molecules 2025 dataset
Level of theory: ωB97M-V/def2-TZVPD

As for the SMILES: FP=S.PS.

Last column: Löwdin charge in e.
Cartesian coordinates (Å):
S -2.898 0.516 1.247  0.023
S 1.842 0.884 -0.181  0.239
P 0.736 -0.794 0.125  0.304
P -2.207 -0.303 -0.420  0.314
F -1.603 0.914 -1.367  -0.488
H 1.420 -1.539 -1.094  -0.042
H 1.621 -1.327 1.012  -0.179
H 1.088 1.649 0.678  -0.170

Model b:
Formula: FH3P2S2
Source: the Open Molecules 2025 dataset
Level of theory: ωB97M-V/def2-TZVPD

As for the SMILES: S=PS.FP.

Last column: Löwdin charge in e.
Cartesian coordinates (Å):
S 2.423 -1.420 0.157  0.035
S 2.838 1.813 -0.573  0.246
P -1.097 -0.993 0.200  0.726
P 1.944 0.368 0.686  -0.022
F -0.736 0.353 -0.583  -0.493
H 2.717 1.112 -1.724  -0.186
H -0.178 -0.713 1.372  -0.147
H -2.089 -0.429 0.891  -0.160

Bottom line: model a, by a margin of 5.6 kcal/mol.

Model a:
Formula: C4H6S
Source: the Open Molecules 2025 dataset
Level of theory: ωB97M-V/def2-TZVPD

Its multiplicity is 3. The expectation value of S² is 2.01.

Last column: Löwdin charge in e.
Cartesian coordinates (Å):
S 2.507 -0.072 0.374  0.846
C -0.924 -0.947 0.069  0.024
C 1.426 -0.419 -0.967  -0.369
C -0.259 0.205 0.746  -0.277
C 0.942 0.661 -0.123  -0.610
H 1.831 -0.288 -1.901  0.019
H 0.076 -0.109 1.819  0.125
H -1.407 -0.990 -0.798  0.020
H -0.767 -1.744 0.640  0.010
H -1.096 0.931 0.936  0.111
H 1.177 1.644 -0.558  0.101

Model b:
Formula: C4H6S
Source: the Open Molecules 2025 dataset
Level of theory: ωB97M-V/def2-TZVPD

Its multiplicity is 3. The expectation value of S² is 2.01.

Last column: Löwdin charge in e.
Cartesian coordinates (Å):
S 1.857 0.404 2.642  0.598
C -1.143 0.928 -0.737  -0.147
C -1.197 -0.418 -0.276  -0.123
C 0.039 -0.100 -0.869  -0.184
C 1.855 -0.567 1.311  -0.501
H 0.547 -0.491 -1.758  0.104
H -1.711 1.302 -1.624  0.106
H 0.833 -0.008 -0.017  0.014
H 1.692 -1.581 1.295  -0.050
H -1.840 -1.223 0.100  0.097
H -0.932 1.754 -0.068  0.086

Bottom line: model a, by a margin of 25.5 kcal/mol.

Model a:
Formula: C3H9OS
Source: the Open Molecules 2025 dataset
Level of theory: ωB97M-V/def2-TZVPD

As for the charge: -1.

Last column: Löwdin charge in e.
Cartesian coordinates (Å):
S -1.642 1.186 -1.466  0.315
O 0.399 -0.860 -0.589  -0.404
C 1.501 -0.744 1.542  -0.291
C 0.111 -0.584 2.118  -0.148
C 1.460 -0.279 0.059  -0.493
H 0.044 -0.774 3.211  0.059
H 2.293 -0.168 2.081  0.091
H -1.720 0.904 -2.787  -0.271
H 1.394 0.821 0.051  0.076
H 1.798 -1.787 1.466  0.081
H 2.436 -0.498 -0.450  0.080
H -0.501 -1.381 1.607  0.080
H -0.288 0.324 1.784  0.037
H -0.799 0.114 -1.110  -0.212

Model b:
Formula: C3H9OS
Source: the Open Molecules 2025 dataset
Level of theory: ωB97M-V/def2-TZVPD

As for the charge: -1.

Last column: Löwdin charge in e.
Cartesian coordinates (Å):
S -2.295 -1.072 -0.249  0.080
O 0.241 0.829 0.148  -0.179
C 0.950 0.321 -1.015  -0.326
C -2.575 -0.107 1.317  -0.685
C 2.431 -0.073 -0.641  -0.096
H 2.491 -1.187 -0.655  0.065
H -1.848 -0.515 2.065  -0.007
H -3.540 -0.404 1.768  -0.020
H -0.491 0.147 0.168  -0.065
H -2.387 0.962 1.283  -0.010
H 2.502 0.375 0.340  0.054
H 3.060 0.296 -1.467  0.051
H 0.465 -0.607 -1.239  0.051
H 0.996 1.035 -1.823  0.087

Bottom line: model b, by a margin of 3.8 kcal/mol.